2 unconnected molecules or ions with the total composition C3H8F2P, computed with ωB97M-V/def2-TZVPD.

Bonds (Å) are listed after each position.
Cartesian coordinates (Å):
1 H -3.84 -0.19 -2.03  F6 0.911
2 H 1.38 -1.93 0.89  C10 1.141
3 H -0.65 -1.38 -1.35  C4 1.100
4 C -0.53 -1.03 -0.31  H3 1.100, P7 1.839, C10 1.507, H14 1.069
5 C 0.93 1.60 1.27  P7 1.822, H8 1.047, H9 1.181, H11 1.105
6 F -3.14 -0.14 -1.44  H1 0.911
7 P 0.60 0.40 -0.06  C4 1.839, C5 1.822, C10 1.771, F13 1.589
8 H 1.93 1.81 1.46  C5 1.047
9 H 0.46 2.64 0.97  C5 1.181
10 C 0.90 -1.35 0.03  H2 1.141, C4 1.507, P7 1.771, H12 1.060
11 H 0.45 1.39 2.25  C5 1.105
12 H 1.56 -1.63 -0.75  C10 1.060
13 F 1.26 1.04 -1.35  P7 1.589
14 H -1.28 -1.22 0.43  C4 1.069

Output
E_HOMO ... -15.85 eV
Frontier orbital gap ... 11.7428 eV
Largest force on an atom ... 4.06 eV/Å
Total energy ... -659.89099 Ha
Total charge ... +1